1.
Formula: C21H35Br2NSeSi3Ti
Source: OMol25
Level of theory: ωB97M-V/def2-TZVPD

* total charge: +1
* multiplicity: 2
* energy above the lowest of the compared OMol25 structures with the same formula, charge and spin: 0.0 kJ/mol
* <S²>: 0.755
* LUMO energy (spin up / spin down): -4.15 / -4.19 eV
* frontier orbital gap (spin up / spin down): 0.260 / 0.259 Eh

Geometry as XYZ:
```
64
Properties=species:S:1:pos:R:3:forces:R:3
Ti 0.93756 0.84750 0.30547 0.10 -0.03 0.06
Br 2.07583 2.00294 2.59126 0.02 0.02 -0.01
C 3.75526 1.31790 3.00142 -0.02 0.01 0.00
Br 3.05523 -0.11029 -0.13050 -0.02 -0.01 -0.03
H 4.12474 1.55846 3.98231 0.00 0.00 0.00
H 4.28259 0.81498 2.21071 0.00 -0.01 0.00
C -2.33598 0.10364 -1.71181 -0.01 0.01 0.01
Si -1.16510 -1.20988 -1.03351 0.02 0.01 0.00
C 0.14068 -1.67344 -2.29020 0.01 -0.02 0.00
C -2.19630 -2.76052 -0.81135 0.00 0.00 -0.01
C -0.35081 -0.62276 0.63568 -0.06 -0.03 0.00
Si 0.40528 -2.14767 1.56918 0.00 0.01 0.00
C 1.59955 -1.63500 2.92273 0.01 0.00 -0.01
C -0.96750 -3.12563 2.39932 0.00 0.00 -0.01
C 1.29575 -3.33437 0.43579 0.01 0.00 0.00
Si -1.67892 0.15891 1.75069 0.00 0.00 -0.02
C -1.28175 0.23431 3.58070 -0.01 0.01 0.02
C -3.41445 -0.48248 1.55243 -0.01 0.00 0.01
C -1.62338 2.01125 1.31936 0.01 -0.01 -0.01
C -2.66051 2.91740 1.49219 0.00 0.01 0.01
C -2.43665 4.27155 1.30672 -0.01 -0.01 0.00
C -1.16453 4.70693 0.96132 0.00 0.00 0.00
C -0.17364 3.76849 0.78096 0.00 0.01 0.00
N -0.39724 2.45249 0.94504 -0.01 0.01 0.00
H -2.02971 0.39610 -2.71694 0.00 -0.01 0.00
H -2.38514 1.02164 -1.12410 0.00 0.00 0.00
H -3.34632 -0.30588 -1.78137 0.00 0.00 0.00
H -0.32696 -1.68302 -3.27887 0.00 0.00 0.00
H 0.51159 -2.68061 -2.10091 0.00 0.00 0.00
H 0.99910 -1.00611 -2.34469 0.00 0.00 0.01
H -2.63561 -2.96146 -1.79403 0.00 0.00 0.00
H -3.01924 -2.65777 -0.10553 0.00 0.00 0.00
H -1.61059 -3.63831 -0.54126 0.00 0.00 0.01
H 1.18838 -0.91126 3.62590 0.00 0.00 0.00
H 2.53763 -1.24674 2.52571 0.00 0.00 0.01
H 1.84155 -2.53689 3.49230 0.00 0.00 0.00
H -1.51860 -2.58592 3.16822 0.00 0.00 0.00
H -0.49017 -3.97756 2.89259 0.00 0.00 0.00
H -1.68579 -3.52727 1.68679 -0.01 0.00 0.00
H 2.02824 -2.85619 -0.21248 0.00 0.00 0.00
H 0.61003 -3.91351 -0.18247 0.00 0.00 0.00
H 1.83104 -4.04366 1.07353 0.00 0.00 0.00
H -1.20764 -0.73592 4.06769 0.01 0.00 0.00
H -2.09881 0.78059 4.06125 0.00 0.00 0.00
H -0.36348 0.78628 3.78527 0.00 0.00 0.00
H -3.47752 -1.51886 1.88725 0.00 0.00 0.00
H -3.79349 -0.42271 0.53384 0.00 0.00 0.00
H -4.07553 0.10199 2.19805 0.00 0.00 0.00
H -3.64094 2.55678 1.77381 0.00 0.00 0.00
H -3.24150 4.98338 1.43511 0.00 0.00 0.00
H -0.94440 5.75461 0.81733 0.00 0.00 0.00
H 0.82425 4.05469 0.47575 0.00 0.00 0.00
Se 0.63103 2.01361 -1.78378 -0.05 0.03 -0.02
C 1.75329 1.40269 -3.21612 0.01 -0.02 0.01
C 1.13589 0.88368 -4.34721 0.00 0.01 0.00
C 1.90823 0.50061 -5.43366 0.01 0.00 0.00
C 3.28756 0.64342 -5.39149 -0.01 0.00 0.00
C 3.89563 1.18085 -4.26551 0.00 0.00 0.01
C 3.13077 1.56749 -3.17486 0.01 0.00 -0.01
H 0.05908 0.77795 -4.37958 0.00 0.00 0.00
H 1.42950 0.09243 -6.31387 0.00 0.00 0.00
H 3.88839 0.34392 -6.23966 0.00 0.00 0.00
H 4.96979 1.30710 -4.23588 0.00 0.00 0.00
H 3.60474 1.99518 -2.30200 0.00 0.00 0.00
```
Positions in Å, forces in eV/Å.

2.
Formula: C4H23NO10
Source: OMol25
Level of theory: ωB97M-V/def2-TZVPD

* SMILES: CN[C@@H](CO)C(=O)O.O.O.O.O.O.O.O
* energy above the lowest of the compared OMol25 structures with the same formula, charge and spin: 437.9 kJ/mol
* LUMO energy: 0.34 eV
* frontier orbital gap: 0.357 Eh

Geometry as XYZ:
```
38
Properties=species:S:1:pos:R:3:forces:R:3
C -1.75026 -0.55622 3.05362 -3.23 0.58 -0.42
N -2.47081 -0.18450 1.72094 1.36 -1.64 3.35
C -1.91071 -1.03237 0.64509 -4.56 3.41 -1.84
C -2.58603 -0.39761 -0.70915 0.90 -2.41 1.96
O -2.31731 -1.49072 -1.58252 -1.51 0.02 -1.60
C -0.50625 -0.73302 0.51033 4.64 -0.13 1.31
O 0.03556 0.34971 0.20597 -1.42 -2.26 0.39
O 0.22203 -1.77634 1.03216 0.05 1.05 -1.36
H -2.04616 0.15017 3.88248 -0.79 -1.19 -0.74
H -0.73790 -0.38007 3.11271 2.71 0.11 -0.86
H -1.94180 -1.62539 3.16730 -0.09 0.29 0.75
H -2.25771 0.79400 1.71125 0.19 0.60 -1.30
H -2.28483 -2.07003 0.71006 0.83 0.58 0.30
H -1.87763 0.36863 -0.92876 -0.36 1.30 -0.51
H -3.67471 -0.12532 -0.61648 1.27 -0.26 0.08
H -3.02657 -1.50313 -2.25365 0.69 -0.09 0.30
H 1.21933 -1.62690 0.95109 -0.84 0.08 0.55
O 2.89246 -1.53819 1.19185 -1.57 2.25 -3.96
H 3.06513 -1.58921 0.16214 0.51 0.19 2.56
H 3.33659 -2.19990 1.64210 1.47 -2.14 1.00
O -0.98637 3.18328 1.57640 2.54 2.27 2.93
H -1.87479 3.38736 1.58637 -2.72 -0.08 -0.69
H -0.65800 2.49376 1.07715 0.19 -2.23 -2.12
O -0.06328 -3.45204 -2.42538 3.66 0.08 0.18
H -0.87936 -3.42362 -2.83114 -2.80 0.04 -0.58
H -0.07951 -3.69117 -1.50845 -0.72 -0.09 0.47
O 2.29308 2.03169 0.02959 -7.00 0.49 -0.59
H 2.04371 1.27046 0.49503 0.40 -1.73 1.20
H 3.08084 2.36450 -0.09333 6.69 1.66 0.10
O -0.61002 3.80843 -1.12309 -0.33 0.58 0.43
H -0.17656 4.52407 -0.63608 -0.29 -0.28 0.16
H 0.03871 3.57870 -1.76916 0.59 -0.37 -0.78
O 2.30183 1.06627 -2.27933 3.73 -1.44 2.22
H 1.68899 1.26993 -2.87635 -3.78 0.80 -4.24
H 2.10197 1.63192 -1.53984 -0.14 0.35 1.38
O 3.86775 -1.04022 -1.56059 -2.80 1.20 -0.58
H 3.22042 -1.66822 -1.96380 0.95 0.30 0.18
H 3.30813 -0.16869 -1.76650 1.56 -1.91 0.38
```
Positions in Å, forces in eV/Å.

3.
Formula: C15H16BF2IrN4S
Source: OMol25
Level of theory: ωB97M-V/def2-TZVPD

* total charge: +3
* multiplicity: 6
* <S²>: 8.783
* LUMO energy (spin up / spin down): -10.57 / -13.68 eV
* frontier orbital gap (spin up / spin down): 0.314 / 0.213 Eh

Geometry as XYZ:
```
40
Properties=species:S:1:pos:R:3:forces:R:3
Ir 1.28153 0.88887 1.16798 -0.48 -0.07 -0.08
N -1.15646 2.90730 -1.71847 -0.13 0.14 0.29
C -0.44788 2.30661 -2.72815 0.03 -0.01 -1.19
C -0.60193 2.30954 -4.10119 -0.26 0.19 0.53
C 0.37811 1.65170 -4.84957 -0.73 0.53 -0.06
C 1.47435 1.00993 -4.23021 0.94 -0.51 1.28
C 1.60711 0.95259 -2.85923 0.13 -0.20 -0.69
C 0.62594 1.60268 -2.08280 0.00 -0.03 -0.15
N 0.49342 1.76840 -0.74878 0.05 -0.21 0.58
C -0.56575 2.59613 -0.55135 -0.04 0.16 -0.19
C -0.87821 3.07676 0.75616 -0.68 0.72 0.30
C -1.69622 4.13109 1.13816 0.38 -0.53 -0.26
S -1.64037 4.38466 2.81043 0.41 -0.63 -0.21
C -0.53982 3.05860 2.95091 -0.30 0.35 0.23
N -0.23285 2.48609 1.82463 0.58 -0.72 -0.48
H -1.97485 3.48868 -1.84888 -0.01 0.01 0.06
H -1.43021 2.80820 -4.58184 -0.04 0.07 -0.07
H 0.30930 1.65731 -5.93069 -0.02 -0.02 0.00
H 2.23520 0.56904 -4.85837 0.02 -0.10 -0.01
H 2.43850 0.45230 -2.38680 0.10 -0.04 -0.04
H -2.29120 4.75785 0.49879 -0.14 0.17 -0.07
H -0.15401 2.73832 3.90481 0.06 0.00 0.15
C 0.57055 -4.56433 1.22905 0.82 -0.06 -0.20
C -0.45781 -3.46455 1.46007 -1.21 -1.08 0.43
C -0.98299 -3.51678 2.92009 0.41 0.20 0.26
C -1.67386 -3.65089 0.51575 0.27 0.15 -0.42
C 0.06841 -2.15296 1.25186 0.12 0.56 -0.11
N 0.40305 -1.05832 1.09359 0.27 0.71 0.07
H 0.09120 -5.52912 1.38775 -0.06 0.06 -0.01
H 1.42326 -4.49478 1.90766 -0.15 0.04 0.10
H 0.97827 -4.54020 0.21698 -0.17 -0.04 -0.04
H -1.45344 -4.48272 3.09930 0.03 -0.01 -0.20
H -1.71860 -2.73822 3.10939 -0.04 0.04 0.03
H -0.15160 -3.42343 3.61952 -0.08 0.06 0.08
H -2.16830 -4.59342 0.74893 0.13 0.03 0.13
H -1.33224 -3.70419 -0.51887 -0.13 0.04 -0.03
H -2.39907 -2.84714 0.62684 -0.04 0.02 0.00
F 3.93722 0.14742 2.59312 -0.96 -0.27 -0.09
B 3.41545 1.03709 1.79292 1.67 0.00 0.55
F 4.21684 1.97387 1.37050 -0.77 0.32 -0.48
```
Positions in Å, forces in eV/Å.

4.
Formula: C25H27BrCrN3S6
Source: OMol25
Level of theory: ωB97M-V/def2-TZVPD

* total charge: -1
* multiplicity: 5
* energy above the lowest of the compared OMol25 structures with the same formula, charge and spin: 50.7 kJ/mol
* <S²>: 6.026
* LUMO energy (spin up / spin down): 2.00 / 2.00 eV
* frontier orbital gap (spin up / spin down): 0.210 / 0.215 Eh

Geometry as XYZ:
```
63
Properties=species:S:1:pos:R:3:forces:R:3
Cr -1.04822 -0.25670 0.25430 0.11 0.07 -0.13
S -8.03797 0.16032 2.27565 -0.17 0.13 0.20
C -6.45677 0.06611 1.81028 0.23 -0.35 -0.47
S -5.76446 1.02337 0.55625 0.11 0.04 0.13
C -4.15578 0.31701 0.54123 -0.33 0.39 -0.26
C -3.95680 -0.69215 1.39981 -0.12 -0.37 0.35
S -2.48692 -1.60697 1.59497 0.03 0.02 0.11
S -5.34465 -1.11486 2.39372 0.09 0.14 0.05
S -2.98030 0.93661 -0.58394 0.03 -0.02 -0.09
Br 0.13653 -2.12840 -2.34377 0.02 0.01 -0.03
C 0.23174 -0.27742 -2.67767 -0.04 -0.05 0.05
C 0.67130 0.15139 -3.92024 -0.08 -0.06 -0.10
C 0.71701 1.50939 -4.16088 -0.01 -0.17 -0.06
C 0.31118 2.36904 -3.15953 -0.06 0.18 0.15
C -0.10049 1.84054 -1.95238 -0.10 0.18 0.04
N -0.13502 0.52727 -1.69181 0.06 -0.07 -0.11
H 0.97004 -0.56926 -4.66632 0.00 -0.03 0.04
H 1.06371 1.88464 -5.11480 -0.01 -0.01 0.00
H 0.31689 3.43994 -3.30591 -0.02 0.00 0.06
H -0.43817 2.48409 -1.15111 0.00 -0.01 -0.07
S 3.32262 0.58942 -2.11590 0.20 0.01 0.14
C 4.14694 0.43991 -0.66860 -0.06 0.22 -0.18
N 4.69644 1.55818 -0.09049 -0.02 -0.11 -0.03
C 5.46238 1.55822 1.02793 0.03 0.01 0.05
C 5.72386 0.39551 1.67032 0.07 0.06 0.12
C 5.14023 -0.78984 1.16378 0.04 -0.06 0.11
C 4.36553 -0.76724 0.05042 -0.10 -0.13 -0.10
H 4.50487 2.42195 -0.57809 0.02 -0.01 -0.01
H 5.82551 2.52159 1.35546 0.00 0.00 0.00
H 6.32689 0.38926 2.56572 0.00 0.02 -0.02
H 5.29755 -1.72628 1.68215 -0.04 -0.01 0.00
H 3.88581 -1.66284 -0.31698 -0.01 0.00 -0.02
C 3.94043 -3.33997 3.82188 -0.02 0.04 -0.07
C 2.86847 -3.09801 2.78457 -0.06 -0.13 -0.06
C 2.40592 -4.15547 2.01513 0.06 0.04 0.08
C 1.32244 -3.94452 1.15396 -0.03 0.04 0.05
C 0.76017 -5.07941 0.33671 0.02 0.04 0.01
C 0.75999 -2.69325 1.07106 -0.02 0.08 0.06
C 1.24815 -1.54792 1.76852 -0.10 0.06 0.00
C 2.32150 -1.82282 2.65459 -0.11 0.00 -0.04
N 0.63736 -0.35935 1.48017 0.16 -0.04 -0.16
C 0.77351 0.88871 2.25134 -0.02 0.08 0.16
C -0.24594 0.92179 3.40290 0.04 -0.16 -0.01
C 2.14796 1.24262 2.84416 0.00 -0.03 -0.11
C 0.44641 2.03372 1.28111 -0.16 -0.09 0.01
H 4.34987 -4.34654 3.73101 0.02 0.00 0.01
H 3.52996 -3.23333 4.82853 0.01 -0.01 0.01
H 4.76632 -2.62781 3.73981 0.00 0.02 -0.01
H 2.83877 -5.14460 2.12540 -0.01 0.00 -0.01
H 0.71105 -6.00048 0.92045 0.01 0.00 -0.01
H 1.38906 -5.27421 -0.53672 0.00 -0.02 0.00
H -0.24470 -4.84685 -0.01741 0.00 0.01 0.01
H -0.13579 -2.57408 0.46904 0.12 -0.03 -0.01
H 2.76677 -1.05520 3.26039 -0.05 0.13 0.07
H -0.07459 0.07182 4.06782 -0.01 0.02 0.01
H -1.26371 0.83519 3.02068 -0.02 -0.01 0.00
H -0.16270 1.84596 3.98379 0.02 0.00 -0.02
H 2.35706 0.69869 3.75885 0.06 -0.08 0.08
H 2.14103 2.30360 3.11018 0.04 -0.02 -0.05
H 2.94861 1.06860 2.12554 0.06 -0.05 -0.02
H -0.60045 1.97905 0.94533 0.11 0.02 -0.01
H 1.10815 1.98358 0.41066 0.01 0.06 0.12
H 0.55253 3.00183 1.77609 0.02 0.01 -0.03
```
Positions in Å, forces in eV/Å.